Below is a gas-phase ion, CH5NOP (charge -1), with properties calculated with the ωB97M-V functional and the def2-TZVPD basis.

Summary:
energy relative to the best compared isomer or geometry (same formula, charge and spin): 108.3 kcal/mol
orbital gap: 0.2589 Ha
charge: -1
maximum force: 0.0468 Eh/bohr
M: 78.03 Da
SMILES: [O-]NC=[PH3]
E: -512.2925 Ha

Positions of all 9 atoms, in Å:
1 O -1.12714 -1.84450 -1.14974
2 N -0.74546 -0.83378 -0.44254
3 C 0.48516 -0.49813 -0.19639
4 P 0.62647 0.97070 0.79702
5 H -1.44169 -0.28976 0.31977
6 H 1.30147 -1.18111 -0.62183
7 H 1.88430 1.19462 -0.11855
8 H -0.88491 0.60063 1.32953
9 H -0.09820 1.88133 0.08273

Below is 4 unconnected molecules or ions with the total composition C32H73NO15PS, with properties calculated with the ωB97M-V functional and the def2-TZVPD basis.

Summary:
orbital gap: 0.2443 Ha
charge: -1
maximum force: 0.0975 Eh/bohr
M: 774.97 Da
E: -3185.6638 Ha

Positions of all 123 atoms, in Å:
1 C 2.20305 -0.40206 2.54376
2 C 3.60965 -0.68520 1.79374
3 O 3.30492 -0.70199 0.35843
4 C 2.98425 -2.03937 -0.08555
5 C 1.65232 -2.10125 -1.01947
6 O 1.44972 -0.88076 -1.77123
7 C 0.56217 0.03226 -1.05430
8 C -0.97507 -0.45439 -1.29529
9 O -1.79988 0.70717 -1.08572
10 C -2.28899 0.76184 0.30451
11 P -3.54459 2.21131 0.38320
12 N -2.31516 3.30989 -0.39990
13 C -2.91565 2.79525 2.12617
14 C -4.10336 3.27609 3.09234
15 C -4.25488 2.44137 4.45113
16 C -3.93270 0.88192 4.31357
17 S -4.72847 -0.16256 5.65757
18 O -5.85194 0.55237 6.34823
19 O -3.69929 -0.52534 6.70555
20 O -5.38857 -1.53369 4.90981
21 O -4.89010 1.27647 1.03615
22 C -5.94003 1.33853 0.02596
23 C -5.18936 0.99750 -1.33802
24 C -5.97619 1.49457 -2.66856
25 C -5.10300 1.36622 -4.00883
26 C -5.40523 0.06223 -4.89880
27 C -4.22350 -1.02147 -4.87198
28 O -3.02248 -0.69080 -4.67152
29 O -4.43305 -2.42509 -5.12206
30 O -4.60880 -0.28803 -1.60587
31 C -5.11120 -1.36167 -0.79677
32 C -6.54603 -1.96169 -1.24017
33 C -6.45353 -2.84978 -2.60135
34 O -7.62161 -0.99910 -1.25177
35 O -4.00689 1.86178 -1.28764
36 H 2.19627 -0.83099 3.60855
37 H 1.36039 -0.90108 1.94673
38 H 1.98803 0.72715 2.61166
39 H 4.09817 -1.66506 2.12603
40 H 4.38412 0.14048 2.00801
41 H 3.88722 -2.42205 -0.68463
42 H 2.74737 -2.71233 0.82366
43 H 0.78362 -2.29142 -0.28597
44 H 1.72167 -3.02364 -1.70820
45 H 0.80517 0.08861 0.06043
46 H 0.63955 1.05163 -1.58087
47 H -1.24400 -1.31155 -0.57991
48 H -1.03619 -0.87276 -2.36436
49 H -1.35702 0.90673 0.94769
50 H -2.76672 -0.24951 0.61465
51 H -4.32089 3.45366 0.46787
52 H -2.57317 4.29878 -0.20373
53 H -2.48708 3.23047 -1.42257
54 H -2.28411 3.73429 1.89595
55 H -2.18988 2.05120 2.60651
56 H -5.12798 3.34495 2.56521
57 H -3.87128 4.36476 3.40873
58 H -5.36493 2.52178 4.76218
59 H -3.66847 2.89574 5.33043
60 H -4.25060 0.40593 3.32779
61 H -2.78858 0.77095 4.41967
62 H -4.90243 -1.73001 4.07701
63 H -6.17684 2.47370 0.02619
64 H -6.95887 0.89507 0.26863
65 H -6.95442 0.92872 -2.84161
66 H -6.27738 2.60226 -2.54028
67 H -5.38233 2.27226 -4.67007
68 H -3.99085 1.46341 -3.78728
69 H -5.45854 0.42278 -5.99664
70 H -6.43427 -0.37585 -4.67273
71 H -3.98178 -2.92013 -4.39304
72 H -5.04434 -1.17382 0.34267
73 H -4.37808 -2.24412 -0.96593
74 H -6.81274 -2.73285 -0.41728
75 H -5.37049 -3.23297 -2.64673
76 H -6.77073 -2.27785 -3.53129
77 H -7.15112 -3.75293 -2.42672
78 H -8.00750 -1.01414 -2.15795
79 C -0.44860 -2.25481 -5.86393
80 C 0.34005 -3.13650 -6.81680
81 O -0.04808 -4.50459 -6.77832
82 C -1.39991 -4.78420 -7.11408
83 C -1.77999 -4.34453 -8.51755
84 H -0.35036 -2.61854 -4.83617
85 H -0.08619 -1.22489 -5.90836
86 H -1.51244 -2.24397 -6.10408
87 H 1.39536 -3.10466 -6.53426
88 H 0.28450 -2.75598 -7.84206
89 H -2.07245 -4.34665 -6.36872
90 H -1.52160 -5.86872 -7.03885
91 H -1.68413 -3.26494 -8.64786
92 H -2.81567 -4.61749 -8.73357
93 H -1.13028 -4.82215 -9.25640
94 C 8.63054 -3.47947 2.68441
95 C 8.09539 -2.56481 1.59531
96 O 7.20169 -1.57136 2.07653
97 C 7.72379 -0.66375 3.03719
98 C 8.90857 0.13958 2.52885
99 H 7.80585 -3.97307 3.20845
100 H 9.28213 -4.24435 2.25381
101 H 9.20800 -2.93086 3.43057
102 H 7.53366 -3.16596 0.87620
103 H 8.91293 -2.09951 1.03550
104 H 7.97388 -1.19481 3.96187
105 H 6.91258 0.02552 3.28900
106 H 9.75447 -0.49963 2.26773
107 H 9.24492 0.84562 3.29228
108 H 8.63309 0.69964 1.63096
109 C 8.15910 5.82603 5.86076
110 C 8.95063 4.92363 4.92912
111 O 8.55926 3.55940 4.99160
112 C 7.20766 3.27493 4.65291
113 C 6.83895 3.68772 3.23827
114 H 8.25072 5.48151 6.89578
115 H 8.52546 6.85402 5.79809
116 H 7.09616 5.83518 5.61400
117 H 10.00417 4.95818 5.21741
118 H 8.90202 5.28451 3.89685
119 H 6.53141 3.72774 5.38551
120 H 7.08223 2.19250 4.74760
121 H 6.93839 4.76441 3.08709
122 H 5.80455 3.41297 3.01949
123 H 7.49318 3.19429 2.51412

Below is 2 unconnected molecules or ions with the total composition CFNO4, with properties calculated with the ωB97M-V functional and the def2-TZVPD basis.

Summary:
energy relative to the best compared isomer or geometry (same formula, charge and spin): 48.3 kcal/mol
orbital gap (alpha / beta): 0.3330 / 0.3330 Ha
maximum force: 0.0747 Eh/bohr
M: 109.01 Da
E: -493.4721 Ha

Positions of all 7 atoms, in Å:
1 C -1.51199 0.04677 -0.11966
2 N 1.33975 -0.01880 0.04169
3 O 0.99180 0.70651 0.93271
4 O -1.84306 1.05150 -0.53737
5 O 2.44807 -0.32208 -0.27539
6 O 0.40359 -0.56724 -0.67996
7 F -1.82816 -0.89665 0.63798

Below is 9 unconnected molecules or ions with the total composition C34H65Cl16F3O3P, with properties calculated with the ωB97M-V functional and the def2-TZVPD basis.

Summary:
orbital gap: 0.3419 Ha
charge: +1
maximum force: 0.0415 Eh/bohr
M: 1177.11 Da
E: -9564.0383 Ha

Positions of all 122 atoms, in Å:
1 C -1.28804 2.28332 -2.93362
2 C -0.22268 3.05865 -2.14468
3 C 0.52257 2.16931 -1.14172
4 C 1.53150 1.24526 -1.82431
5 C 2.24266 0.32026 -0.83989
6 C 3.17733 -0.71161 -1.47598
7 C 2.52813 -1.54764 -2.58573
8 C 1.14780 -2.06949 -2.19619
9 C 0.43731 -2.83400 -3.30987
10 C -1.01526 -3.18399 -2.94219
11 C -1.99524 -2.09740 -3.45524
12 P -2.96589 -1.22116 -2.19645
13 C -4.26004 -2.40057 -1.73393
14 C -5.11623 -2.01556 -0.54530
15 O -5.27991 -0.87043 -0.21148
16 C -1.87187 -0.79963 -0.82988
17 C -2.51773 -0.84534 0.54961
18 O -2.69839 -1.90023 1.10091
19 C -3.54266 0.24741 -3.10320
20 C -4.27410 1.36039 -2.35124
21 O -3.79167 1.45841 -1.04070
22 C -5.81034 1.21051 -2.45136
23 F -6.21961 -0.05998 -2.62242
24 F -6.23137 1.88157 -3.54255
25 F -6.42835 1.71604 -1.39534
26 H -2.23789 2.26980 -2.38744
27 H -1.45377 2.71348 -3.92227
28 H -0.96082 1.24390 -3.06214
29 H -0.69367 3.90488 -1.64438
30 H 0.50332 3.45211 -2.86177
31 H 1.05304 2.79874 -0.42799
32 H -0.20091 1.55344 -0.58752
33 H 2.27374 1.85774 -2.35141
34 H 1.02694 0.64496 -2.58971
35 H 1.46270 -0.21939 -0.28175
36 H 2.77049 0.90668 -0.08496
37 H 3.50999 -1.38351 -0.67811
38 H 4.06927 -0.21195 -1.86631
39 H 3.18559 -2.39347 -2.81214
40 H 2.43798 -0.95623 -3.50338
41 H 1.19818 -2.66523 -1.27733
42 H 0.54074 -1.18227 -1.97413
43 H 1.01141 -3.73020 -3.56241
44 H 0.45120 -2.21127 -4.21085
45 H -1.10362 -3.34869 -1.86540
46 H -1.28083 -4.12798 -3.42183
47 H -1.50808 -1.35444 -4.08910
48 H -2.75598 -2.58128 -4.07995
49 H -4.92448 -2.49045 -2.60445
50 H -3.83332 -3.39570 -1.57333
51 H -5.58428 -2.84893 0.00184
52 H -1.01196 -1.46855 -0.81735
53 H -1.50624 0.21433 -1.02857
54 H -2.80001 0.10785 1.01161
55 H -4.12428 -0.11214 -3.95588
56 H -2.61307 0.66953 -3.49697
57 H -4.07283 2.29451 -2.88822
58 H -3.83643 2.37236 -0.73629
59 Cl -9.79809 -1.25047 3.01262
60 C -9.05570 -0.56912 1.54533
61 C -7.92209 0.37148 1.86347
62 Cl -8.48921 1.87433 2.63345
63 H -9.83617 -0.06907 0.97740
64 H -8.67832 -1.40745 0.96077
65 H -7.41545 0.65616 0.94283
66 H -7.19918 -0.09206 2.53015
67 Cl 4.43805 0.28374 2.28588
68 C 4.02758 1.51251 3.52122
69 C 2.53628 1.64311 3.68940
70 Cl 1.76634 2.34364 2.23824
71 H 4.48081 2.45561 3.21923
72 H 4.47508 1.19279 4.46223
73 H 2.31539 2.30576 4.52474
74 H 2.06905 0.68001 3.87521
75 Cl 6.50457 4.03955 3.16309
76 C 8.08705 3.32001 2.75522
77 C 8.58091 2.39861 3.83842
78 Cl 9.00428 3.27942 5.32815
79 H 8.78147 4.13788 2.58225
80 H 7.95571 2.76506 1.82786
81 H 9.48214 1.89025 3.49915
82 H 7.83550 1.65165 4.09405
83 Cl 1.65241 -1.63440 5.57416
84 C 3.17449 -1.77598 6.49873
85 C 4.31923 -2.24895 5.64123
86 Cl 4.10430 -3.93719 5.11274
87 H 2.99080 -2.45471 7.32717
88 H 3.39975 -0.78868 6.89908
89 H 5.24810 -2.20494 6.20717
90 H 4.42559 -1.64314 4.74479
91 Cl -3.07434 5.37634 -1.96400
92 C -2.33955 6.90701 -2.52597
93 C -2.04715 6.89596 -4.00424
94 Cl -0.74389 5.75275 -4.42312
95 H -1.43534 7.06545 -1.94421
96 H -3.04938 7.69950 -2.29654
97 H -1.71594 7.88569 -4.31312
98 H -2.92129 6.62005 -4.58556
99 Cl 6.99933 -1.63752 3.69393
100 C 8.42229 -2.59341 3.19541
101 C 8.69927 -3.71798 4.15914
102 Cl 9.24577 -3.11275 5.74301
103 H 9.26834 -1.91515 3.12024
104 H 8.20460 -2.99675 2.20814
105 H 9.49131 -4.35150 3.76373
106 H 7.81105 -4.32337 4.32268
107 Cl 2.84770 -7.15726 2.28422
108 C 2.15575 -7.51811 3.88890
109 C 3.10458 -8.31134 4.74936
110 Cl 3.34233 -9.96677 4.13544
111 H 1.22156 -8.05133 3.73397
112 H 1.94295 -6.56224 4.36564
113 H 2.69670 -8.39770 5.75495
114 H 4.07961 -7.83410 4.80508
115 Cl -5.92645 3.55072 -7.09592
116 C -6.07477 3.19449 -5.35952
117 C -6.67286 4.34066 -4.58505
118 Cl -5.57924 5.74615 -4.51999
119 H -5.08128 2.94933 -4.98756
120 H -6.71687 2.31991 -5.26414
121 H -6.85382 4.03020 -3.55653
122 H -7.61173 4.67089 -5.02107

Below is 2 unconnected molecules or ions with the total composition C3H4O, with properties calculated with the ωB97M-V functional and the def2-TZVPD basis.

Summary:
energy relative to the best compared isomer or geometry (same formula, charge and spin): 104.1 kcal/mol
orbital gap: 0.3828 Ha
maximum force: 0.0840 Eh/bohr
M: 56.06 Da
E: -191.7441 Ha

Positions of all 8 atoms, in Å:
1 C -1.49934 -0.42520 0.21560
2 C -2.58534 0.18697 0.09113
3 C 1.54825 0.43694 -0.14634
4 O 1.18794 -0.65994 0.16609
5 H -1.14106 -0.84027 -0.84225
6 H -0.75446 -0.85311 0.88458
7 H 0.78623 1.15801 -0.37037
8 H 2.45778 0.99660 0.00156

Below is a molecular structure, C4H12O5, with properties calculated with the ωB97M-V functional and the def2-TZVPD basis.

Summary:
energy relative to the best compared isomer or geometry (same formula, charge and spin): 222.8 kcal/mol
orbital gap (alpha / beta): 0.3239 / 0.2173 Ha
maximum force: 0.0708 Eh/bohr
M: 140.14 Da
E: -535.4734 Ha

Positions of all 21 atoms, in Å:
1 C 0.78111 -0.20371 -0.35641
2 C 0.26650 1.57244 1.22810
3 C 0.68593 -1.59579 0.18586
4 C 0.20560 0.07565 -1.71178
5 O 2.06499 0.31227 -0.31269
6 O 0.69423 2.56818 0.39455
7 H 2.55375 -0.07149 0.42599
8 H 1.45874 2.24320 -0.10556
9 H 1.03331 1.04526 1.80019
10 H -0.50536 1.96781 1.87324
11 H 1.07432 -1.64360 1.20520
12 H -0.35369 -1.91757 0.18458
13 H 1.27433 -2.27772 -0.43760
14 H 0.13695 1.15262 -1.88164
15 H 0.85955 -0.34465 -2.48306
16 H -0.78124 -0.37085 -1.79720
17 O -2.94331 -0.17004 0.25077
18 O -0.99850 0.33319 0.65532
19 O -2.79164 -1.54777 0.00933
20 H -3.00362 -1.94335 0.86774
21 H -1.71196 0.81590 0.00508